C4H22AgNO7 as an isolated structure in a non-equilibrium geometry. Source: the OMol25 dataset; level of theory: wB97M-V/def2-TZVPD.

Each line ends with the Löwdin spin population.
Geometry (Å):
Ag (-1.17, 1.43, 0.71)  0.429
O (-2.06, 0.47, 2.38)  0.467
H (-2.27, 1.20, 2.97)  0.011
C (1.14, -1.50, 1.05)  -0.001
C (0.99, -0.74, -0.28)  0.002
C (1.51, -1.57, -1.43)  0.002
O (2.89, -1.81, -1.27)  0.001
C (3.41, -2.75, -2.17)  0.000
N (-0.43, -0.40, -0.49)  0.045
H (0.68, -0.92, 1.86)  0.000
H (2.19, -1.63, 1.29)  0.000
H (0.68, -2.49, 0.99)  0.000
H (1.63, 0.15, -0.23)  0.001
H (1.40, -1.07, -2.40)  0.000
H (0.95, -2.52, -1.45)  0.000
H (3.04, -3.77, -2.00)  0.000
H (4.49, -2.82, -2.00)  0.000
H (3.34, -2.46, -3.22)  0.000
H (-0.98, -1.20, -0.17)  -0.001
H (-0.60, -0.40, -1.49)  0.002
O (0.98, 2.04, 1.75)  0.002
H (1.36, 2.91, 1.58)  0.000
H (1.69, 1.52, 2.14)  0.000
O (-3.25, 1.40, -0.38)  0.003
H (-3.09, 1.45, -1.33)  0.000
H (-4.16, 1.07, -0.30)  0.000
O (-2.45, -1.98, 0.93)  0.000
H (-3.17, -2.49, 1.31)  0.000
H (-2.30, -1.25, 1.55)  0.000
O (-0.30, 2.74, -1.15)  0.016
H (0.58, 2.44, -1.42)  0.000
H (-0.50, 3.48, -1.74)  0.001
O (-1.95, 3.47, 1.36)  0.021
H (-1.43, 4.27, 1.52)  0.001
H (-2.87, 3.73, 1.50)  0.000

As for the expectation value of S²: 0.757. For the LUMO energy (spin up / spin down), the calculation gives -3.1337 / -5.2159 eV. The gap between HOMO and LUMO (spin up / spin down) is 9.4 / 7.3 eV. Its maximum force is 1.48 eV Å⁻¹. The energy relative to the best compared isomer or geometry (same formula, charge and spin) is 0.00 kcal per mole. The energy is -893.71217 Ha. Its charge is +1. Its HOMO energy (spin up / spin down) is -0.46022 / -0.46016 hartree. As for the spin multiplicity: 2.

A 7-piece molecular cluster, C4H22N2O8 overall in a non-equilibrium geometry. Source: the OMol25 dataset; level of theory: wB97M-V/def2-TZVPD.

Each line ends with the Löwdin spin population.
Geometry (Å):
O (2.69, -1.79, -2.62)  0.043
C (1.66, -1.38, -3.07)  0.037
C (0.30, -1.77, -2.42)  0.099
C (-0.88, -0.84, -2.56)  0.010
O (-0.69, 0.19, -1.61)  0.007
N (0.70, -2.09, -1.07)  0.623
C (-0.32, -2.54, -0.03)  0.053
N (0.06, -2.20, 1.31)  0.015
H (1.51, -0.57, -3.76)  0.009
H (0.02, -2.68, -3.05)  0.058
H (-0.80, -0.29, -3.52)  0.000
H (-1.85, -1.35, -2.52)  0.001
H (-0.19, 0.05, -0.81)  0.004
H (1.58, -2.58, -1.10)  0.014
H (-1.16, -1.87, -0.28)  0.002
H (-0.43, -3.64, -0.06)  0.025
H (0.33, -1.18, 1.52)  -0.001
H (0.84, -2.77, 1.59)  0.000
H (2.23, 0.75, 3.20)  0.000
H (2.48, 0.25, 1.74)  0.000
O (2.20, 1.01, 2.26)  0.000
H (-0.80, 0.35, 2.74)  0.000
H (-1.26, 1.67, 2.95)  0.000
O (-1.48, 0.74, 3.28)  0.000
H (-0.31, 2.74, 1.39)  0.000
H (1.03, 2.44, 2.09)  0.000
O (0.11, 2.70, 2.29)  0.000
H (1.72, 2.74, 0.10)  0.000
H (0.83, 3.67, -0.44)  0.000
O (1.79, 3.66, -0.20)  0.000
H (-3.30, 0.00, 1.42)  0.000
H (-2.00, -0.39, 1.28)  0.000
O (-2.61, 0.17, 0.77)  0.000
H (-1.98, 2.25, 0.29)  0.000
H (-0.94, 2.21, -1.01)  0.000
O (-1.07, 2.34, -0.06)  0.000

As for the expectation value of S²: 0.755. For the LUMO energy (spin up / spin down), the calculation gives -4.3161 / -8.7200 eV. The gap between HOMO and LUMO (spin up / spin down) is 8.8 / 4.4 eV. Its maximum force is 3.41 eV Å⁻¹. The energy relative to the best compared isomer or geometry (same formula, charge and spin) is 63.15 kcal per mole. The energy is -876.61592 Ha. Its charge is +1. Its HOMO energy (spin up / spin down) is -0.48082 / -0.48082 hartree. As for the spin multiplicity: 2.

A 8-piece molecular cluster, C4H22O9 overall in a non-equilibrium geometry. Source: the OMol25 dataset; level of theory: wB97M-V/def2-TZVPD.

Each line ends with the Löwdin charge.
Geometry (Å):
C (0.01, 0.56, 1.54)  -0.024
C (-1.00, 0.16, 0.43)  -0.411
O (-1.87, 1.28, 0.24)  -0.035
C (-0.36, -0.12, -0.92)  -0.107
C (-1.40, -0.44, -1.95)  -0.185
O (-2.25, -1.26, -1.69)  0.041
H (-0.06, 1.64, 1.63)  0.080
H (0.99, 0.37, 1.12)  0.050
H (-0.22, 0.13, 2.53)  0.092
H (-1.53, -0.76, 0.69)  0.132
H (-2.78, 1.19, 0.54)  0.079
H (0.24, 0.72, -1.26)  0.086
H (0.32, -0.97, -0.76)  0.132
H (-1.40, 0.18, -2.87)  0.122
O (1.83, 2.81, -0.20)  -0.034
H (1.43, 2.98, -1.05)  0.031
H (1.15, 2.29, 0.25)  0.002
O (2.78, -1.32, 0.74)  -0.060
H (2.95, -1.06, 1.65)  0.049
H (3.22, -0.74, 0.10)  -0.003
O (-3.51, 0.63, 2.70)  -0.037
H (-3.18, -0.01, 3.35)  0.050
H (-2.76, 0.67, 2.10)  -0.016
O (-2.19, -3.25, 0.05)  -0.067
H (-2.49, -2.62, -0.63)  0.001
H (-2.04, -4.11, -0.35)  0.039
O (0.20, 2.12, -3.24)  -0.055
H (0.29, 2.94, -3.76)  0.062
H (0.82, 1.45, -3.54)  0.051
O (0.50, -2.89, 1.74)  -0.069
H (-0.35, -3.16, 1.38)  0.008
H (0.81, -2.20, 1.14)  -0.020
O (3.94, 0.68, -0.87)  -0.060
H (4.70, 0.92, -0.33)  0.061
H (3.21, 1.18, -0.46)  0.017

For the LUMO energy, the calculation gives 0.0614 eV. The gap between HOMO and LUMO is 10.5 eV. Its maximum force is 1.38 eV Å⁻¹. The energy relative to the best compared isomer or geometry (same formula, charge and spin) is 8.18 kcal per mole. The energy is -842.73437 Ha. The SMILES is C[C@@H](O)CC=O.O.O.O.O.O.O.O. Its HOMO energy is -0.38329 hartree.

A 9-piece molecular cluster, C4H23NO10 overall in a non-equilibrium geometry. Source: the OMol25 dataset; level of theory: wB97M-V/def2-TZVPD.

Each line ends with the Löwdin charge.
Geometry (Å):
N (-0.28, -0.51, 3.00)  0.196
C (0.21, 0.41, 2.13)  -0.464
O (1.45, 0.43, 1.98)  -0.017
C (-0.63, 1.60, 1.75)  -0.093
C (-0.53, 1.64, 0.19)  -0.122
C (-1.32, 2.80, -0.37)  -0.242
O (-1.30, 3.04, -1.55)  0.052
H (-1.25, -0.44, 3.25)  0.102
H (0.14, -1.42, 3.01)  0.119
H (-0.30, 2.52, 2.26)  0.142
H (-1.69, 1.57, 1.96)  0.104
H (-1.00, 0.73, -0.22)  0.113
H (0.49, 1.67, -0.19)  0.099
H (-1.92, 3.46, 0.27)  0.122
O (-3.53, -0.36, -1.63)  -0.057
H (-3.18, 0.17, -2.35)  0.036
H (-2.78, -0.66, -1.11)  -0.019
O (-0.88, -2.61, -0.42)  -0.084
H (-0.89, -2.13, -1.29)  0.012
H (0.08, -2.70, -0.45)  0.016
O (-2.45, -0.93, 1.12)  -0.060
H (-2.24, -1.79, 0.72)  0.022
H (-3.33, -0.71, 0.80)  0.044
O (3.37, -1.48, 1.48)  -0.061
H (2.63, -1.28, 2.07)  0.024
H (3.63, -0.61, 1.14)  0.027
O (-1.11, -0.81, -2.55)  -0.086
H (-1.83, -1.24, -3.02)  0.054
H (-0.23, -0.89, -2.99)  0.036
O (2.02, -2.16, -0.98)  -0.060
H (2.78, -2.77, -1.04)  0.084
H (2.14, -1.84, -0.06)  0.024
O (1.41, -0.26, -2.84)  -0.069
H (1.49, 0.68, -2.61)  0.061
H (1.96, -0.61, -2.10)  0.032
O (2.88, 1.40, 0.07)  -0.117
H (3.32, 1.78, 0.86)  0.047
H (2.15, 1.07, 0.70)  -0.016

For the LUMO energy, the calculation gives 0.2958 eV. The gap between HOMO and LUMO is 10.3 eV. Its maximum force is 3.52 eV Å⁻¹. The energy relative to the best compared isomer or geometry (same formula, charge and spin) is 31.89 kcal per mole. The energy is -973.37904 Ha. The SMILES is NC(=O)CCC=O.O.O.O.O.O.O.O.O. Its HOMO energy is -0.36630 hartree.

A 7-piece molecular cluster, C4H23NO6 overall in a non-equilibrium geometry. Source: the OMol25 dataset; level of theory: wB97M-V/def2-TZVPD.

Each line ends with the Löwdin spin population.
Geometry (Å):
C (-0.55, 1.73, -0.23)  0.139
C (-0.61, 1.17, -1.67)  0.126
C (0.61, 0.26, -1.67)  0.024
C (-1.83, 0.44, -2.21)  0.008
N (-1.27, 3.05, -0.16)  0.576
H (0.44, 1.80, 0.09)  0.002
H (-1.00, 0.82, 0.25)  0.036
H (-0.43, 2.03, -2.38)  0.006
H (1.15, 0.43, -0.72)  0.004
H (1.35, 0.52, -2.38)  0.005
H (0.43, -0.78, -1.51)  0.003
H (-1.53, -0.70, -2.39)  0.000
H (-2.69, 0.84, -1.71)  0.004
H (-2.01, 0.74, -3.24)  0.004
H (-0.75, 3.73, 0.24)  0.023
H (-2.19, 2.86, 0.25)  0.019
H (0.97, -3.07, -1.43)  0.000
H (2.29, -3.05, -0.81)  0.000
O (1.44, -3.51, -0.81)  0.000
H (0.84, -0.64, 2.65)  0.000
H (1.14, -2.08, 3.10)  0.000
O (1.31, -1.42, 2.48)  0.000
H (-2.04, -1.27, -0.78)  0.000
H (-0.68, -1.60, -0.27)  0.000
O (-1.57, -1.68, -0.21)  0.005
H (0.61, 0.99, 2.06)  0.000
H (1.44, 2.45, 1.79)  0.000
O (1.41, 1.56, 2.01)  0.008
H (-1.97, 0.17, 2.78)  0.000
H (-1.49, -0.79, 1.81)  0.000
O (-1.19, -0.14, 2.40)  0.010
H (2.07, -1.50, 0.64)  0.000
H (3.33, -1.57, 1.42)  0.000
O (2.97, -1.80, 0.60)  0.000

As for the expectation value of S²: 0.755. For the LUMO energy (spin up / spin down), the calculation gives -3.6296 / -9.0678 eV. The gap between HOMO and LUMO (spin up / spin down) is 9.7 / 4.3 eV. Its maximum force is 9.41 eV Å⁻¹. The energy relative to the best compared isomer or geometry (same formula, charge and spin) is 60.00 kcal per mole. The energy is -671.91614 Ha. Its charge is +1. Its HOMO energy (spin up / spin down) is -0.49020 / -0.49019 hartree. As for the spin multiplicity: 2.

A 10-piece molecular cluster, C4H24Cl4O8 overall in a non-equilibrium geometry. Source: the OMol25 dataset; level of theory: wB97M-V/def2-TZVPD.

Each line ends with the Löwdin charge.
Geometry (Å):
Cl (6.80, 5.78, 6.12)  0.573
C (5.95, 7.27, 5.63)  -0.659
C (5.96, 7.48, 4.15)  -0.671
Cl (7.61, 7.67, 3.62)  0.601
H (6.41, 8.10, 6.14)  0.040
H (4.96, 7.19, 6.09)  0.083
H (5.44, 8.42, 4.00)  0.074
H (5.51, 6.69, 3.54)  0.079
Cl (8.57, 5.37, 10.00)  0.529
C (10.24, 5.00, 9.33)  -0.577
C (10.21, 4.57, 7.86)  -0.609
Cl (11.87, 4.52, 7.14)  0.632
H (10.65, 4.29, 10.05)  0.068
H (10.70, 5.98, 9.39)  0.044
H (9.49, 5.14, 7.28)  0.021
H (9.90, 3.50, 7.83)  0.074
O (11.39, 9.96, 8.05)  -0.107
H (10.96, 9.15, 7.67)  0.006
H (10.85, 10.62, 7.51)  0.045
O (10.81, 8.83, 4.72)  -0.096
H (11.57, 8.21, 4.89)  0.024
H (10.46, 8.59, 3.85)  0.048
O (12.47, 7.12, 5.97)  -0.096
H (13.00, 7.76, 6.47)  0.044
H (11.86, 6.75, 6.59)  -0.057
O (9.55, 7.73, 7.01)  -0.067
H (9.72, 7.77, 6.10)  -0.020
H (8.62, 7.78, 7.25)  -0.027
O (9.53, 11.20, 6.18)  -0.071
H (9.84, 10.66, 5.44)  0.022
H (8.69, 10.73, 6.45)  0.075
O (7.44, 8.47, 8.44)  -0.110
H (7.13, 7.71, 8.89)  -0.007
H (8.13, 8.74, 9.14)  0.000
O (13.96, 9.41, 5.56)  -0.029
H (13.11, 9.53, 5.18)  -0.006
H (14.24, 10.24, 5.97)  0.057
O (9.38, 8.96, 9.98)  -0.011
H (9.88, 8.22, 10.25)  0.038
H (10.00, 9.51, 9.48)  0.041

For the LUMO energy, the calculation gives 0.3889 eV. The gap between HOMO and LUMO is 11.3 eV. Its maximum force is 2.46 eV Å⁻¹. The energy is -2609.51400 Ha. The SMILES is ClCCCl.ClCCCl.O.O.O.O.O.O.O.O. Its HOMO energy is -0.40110 hartree.